Entry 1:
Formula: C29H35N2ReSbSe
Source: OMol25
Level of theory: the ωB97M-V functional and the def2-TZVPD basis

Each line ends with the natural charge from an NBO analysis.
Element x y z (Å)
Re (-0.3275, 0.3448, -0.8518)  0.696
C (-0.1791, 0.9024, 3.4222)  -0.201
C (-0.4619, -0.3784, 3.8673)  -0.139
C (-0.7162, -1.4097, 2.9632)  -0.156
C (-0.6937, -1.1392, 1.6066)  -0.097
C (-0.3867, 0.1559, 1.1437)  -0.283
C (-0.1281, 1.1734, 2.0571)  -0.121
C (-0.9633, -2.1438, 0.5534)  0.268
C (-1.4111, -3.4485, 0.7758)  -0.245
C (-1.6491, -4.2633, -0.3015)  -0.034
C (-1.4343, -3.7987, -1.6124)  -0.134
C (-1.6527, -4.6023, -2.7584)  -0.126
C (-1.4337, -4.0926, -4.0063)  -0.191
C (-0.9740, -2.7670, -4.1613)  -0.130
C (-0.7380, -1.9712, -3.0723)  -0.263
C (-0.9746, -2.4789, -1.7843)  0.262
N (-0.7513, -1.6834, -0.6863)  -0.550
H (0.0099, 1.6919, 4.1367)  0.245
H (-0.4901, -0.5854, 4.9283)  0.248
H (-0.9344, -2.4002, 3.3378)  0.236
H (0.1140, 2.1745, 1.7243)  0.207
H (-1.5754, -3.7966, 1.7839)  0.250
H (-2.0100, -5.2721, -0.1459)  0.250
H (-1.9919, -5.6214, -2.6287)  0.242
H (-1.6048, -4.7011, -4.8827)  0.250
H (-0.7961, -2.3798, -5.1556)  0.242
H (-0.3511, -0.9621, -3.2055)  0.203
Se (-1.4025, 1.9201, -2.1926)  0.269
C (-2.3968, 3.2355, -1.1956)  -0.167
C (-3.5179, 3.7561, -1.8183)  -0.252
C (-4.2331, 4.7195, -1.1128)  0.068
N (-3.9063, 5.1509, 0.0990)  -0.358
C (-2.8182, 4.6304, 0.6619)  0.061
C (-2.0176, 3.6706, 0.0633)  -0.279
H (-3.8400, 3.4437, -2.8012)  0.244
H (-5.1206, 5.1564, -1.5565)  0.222
H (-2.5655, 5.0011, 1.6492)  0.213
H (-1.1396, 3.2944, 0.5704)  0.213
C (4.5776, -1.2147, -1.7597)  -0.632
C (3.1484, -1.2006, -1.2174)  -0.514
C (3.0606, -1.8309, 0.1710)  -0.631
Sb (2.2943, 0.7513, -1.1710)  1.407
C (2.6907, 1.7542, -3.0127)  -0.499
C (2.2965, 0.8510, -4.1791)  -0.628
C (4.1326, 2.2419, -3.1174)  -0.636
C (3.0955, 1.8577, 0.4625)  -0.511
C (4.6198, 1.8129, 0.5338)  -0.632
C (2.5689, 3.2887, 0.4121)  -0.633
H (4.9419, -2.2434, -1.7872)  0.244
H (5.2616, -0.6491, -1.1280)  0.218
H (4.6475, -0.8215, -2.7726)  0.217
H (2.4970, -1.7439, -1.9092)  0.230
H (3.7287, -1.3323, 0.8750)  0.219
H (3.3663, -2.8771, 0.1221)  0.243
H (2.0526, -1.8029, 0.5949)  0.202
H (2.0093, 2.6088, -2.9730)  0.237
H (2.9130, -0.0476, -4.2269)  0.217
H (2.4348, 1.3879, -5.1188)  0.249
H (1.2482, 0.5424, -4.1392)  0.199
H (4.8528, 1.4281, -3.0319)  0.218
H (4.3753, 2.9930, -2.3668)  0.221
H (4.2837, 2.7012, -4.0961)  0.247
H (2.6892, 1.3442, 1.3386)  0.235
H (5.0908, 2.2840, -0.3286)  0.220
H (5.0061, 0.7988, 0.6221)  0.218
H (4.9514, 2.3589, 1.4194)  0.245
H (3.0099, 3.8467, -0.4163)  0.223
H (2.8373, 3.8156, 1.3293)  0.245
H (1.4825, 3.3535, 0.3014)  0.200

Values from the calculation:
net charge	+2
multiplicity	2
gap between HOMO and LUMO (alpha / beta)	6.19 / 6.15	eV
relative energy (zero: lowest compared OMol25 entry of this formula, charge and spin)	0.000	eV
DFT total energy	-107618.8313	eV

Entry 2:
Formula: C23H29GeN2O2PtSe
Source: OMol25
Level of theory: the ωB97M-V functional and the def2-TZVPD basis

Each line ends with the natural charge from an NBO analysis.
Element x y z (Å)
Pt (0.2246, 1.4232, -0.2602)  0.610
O (-1.8526, 1.2343, 3.3210)  -0.669
C (-1.0788, 1.3679, 2.3807)  0.733
O (-1.1636, 0.8562, 1.2153)  -0.709
C (0.1740, 2.1984, 2.5781)  0.135
C (0.4561, 2.8179, 3.8124)  -0.222
C (1.6039, 3.5330, 3.9402)  -0.149
C (2.4915, 3.6256, 2.8420)  -0.122
C (3.7172, 4.3313, 2.9121)  -0.183
C (4.5497, 4.3830, 1.8323)  -0.216
C (4.1918, 3.7304, 0.6317)  -0.211
C (3.0153, 3.0458, 0.5330)  -0.209
C (2.1393, 2.9827, 1.6386)  0.242
N (0.9619, 2.2847, 1.5301)  -0.448
H (-0.2651, 2.6925, 4.6073)  0.247
H (1.8569, 4.0313, 4.8693)  0.207
H (3.9799, 4.8247, 3.8408)  0.203
H (5.4859, 4.9235, 1.8931)  0.207
H (4.8589, 3.7732, -0.2201)  0.212
H (2.7115, 2.5412, -0.3743)  0.251
C (2.4757, -4.4712, -0.0084)  -1.097
Ge (3.3719, -3.8842, 1.6255)  1.620
C (2.0953, -3.8805, 3.1039)  -1.094
C (4.8332, -5.1356, 2.0359)  -1.091
C (4.0847, -2.0707, 1.4329)  -1.058
Se (2.6812, -0.8015, 0.8984)  0.292
C (3.0138, -0.9225, -1.0115)  -0.797
H (2.0516, -5.4661, 0.1371)  0.224
H (3.1707, -4.5153, -0.8482)  0.224
H (1.6670, -3.7833, -0.2573)  0.248
H (1.6358, -4.8630, 3.2217)  0.223
H (1.3092, -3.1506, 2.9078)  0.250
H (2.5890, -3.6173, 4.0408)  0.222
H (4.4446, -6.1472, 2.1672)  0.223
H (5.3449, -4.8446, 2.9548)  0.223
H (5.5657, -5.1537, 1.2272)  0.223
H (4.8991, -2.0106, 0.7096)  0.228
H (4.4771, -1.7301, 2.3924)  0.231
H (2.9465, -1.9600, -1.3317)  0.204
H (4.0010, -0.5218, -1.2367)  0.200
H (2.2363, -0.3369, -1.5020)  0.278
C (-2.4654, 0.7762, -2.4634)  -0.628
C (-1.5971, 1.5870, -3.3818)  -0.105
C (-2.1182, 2.2184, -4.5000)  -0.197
C (-1.3297, 2.9817, -5.3533)  -0.303
C (0.0287, 3.0906, -5.0773)  -0.202
C (0.5983, 2.4681, -3.9801)  -0.102
C (2.0704, 2.5491, -3.7026)  -0.624
C (-0.2192, 1.7270, -3.0908)  0.225
N (0.3575, 1.0782, -2.0381)  -0.778
H (-3.4569, 0.6346, -2.8978)  0.193
H (-2.5718, 1.2628, -1.4886)  0.230
H (-2.0279, -0.2025, -2.2592)  0.220
H (-3.1789, 2.1071, -4.7056)  0.188
H (-1.7616, 3.4706, -6.2176)  0.192
H (0.6711, 3.6648, -5.7391)  0.186
H (2.6020, 3.0114, -4.5364)  0.194
H (2.4782, 1.5488, -3.5265)  0.217
H (2.2786, 3.1293, -2.7975)  0.208

Values from the calculation:
net charge	-1
gap between HOMO and LUMO	5.66	eV
relative energy (zero: lowest compared OMol25 entry of this formula, charge and spin)	0.057	eV
DFT total energy	-156507.3907	eV

- What is the formula in the first record?
  C29H35N2ReSbSe

- Which of these has the lowest relative energy (zero: lowest compared OMol25 entry of this formula, charge and spin)?
  C29H35N2ReSbSe

- Which formula does entry 1 have?
  C29H35N2ReSbSe